Here is a 2-piece molecular cluster, C5H15NO overall from OMol25. Energies are from wB97M-V/def2-TZVPD.

**LUMO level**: 0.68 eV
**Highest occupied orbital energy**: -0.3170 Eh
**Structure (SMILES)**: CCN(C)CC.O

Element x y z (Å)
C -0.8950 -0.8188 -1.4706
N -0.8683 -0.5215 -0.0475
C 0.2739 0.2901 0.3324
C 0.6529 0.1771 1.8202
C -2.1236 0.1024 0.3766
C -1.4583 -2.2137 -1.7383
H 0.1367 -0.9062 -1.8128
H -1.3991 -0.0697 -2.0892
H 0.2278 1.3798 0.1597
H 1.1021 -0.0106 -0.2519
H 1.2627 1.0615 2.0295
H -0.2392 0.2794 2.4382
H 1.2120 -0.7220 2.0597
H -2.8151 -0.6840 0.7185
H -2.5872 0.7122 -0.3961
H -1.9855 0.6358 1.3158
H -0.7763 -3.0427 -1.5799
H -2.3028 -2.4346 -1.0865
H -1.9221 -2.3050 -2.7252
H 5.1915 2.6513 1.2326
H 4.1974 3.3728 0.3539
O 5.1156 3.0666 0.3608

Forces on the atoms, in the same order (eV/Å):
C 0.73 -1.39 -0.15
N -0.12 1.09 -0.16
C 0.07 0.41 1.16
C -0.17 0.63 -0.54
C -0.15 -1.36 1.05
C -1.48 -0.15 -0.05
H 0.09 0.50 -0.06
H -0.10 0.18 0.14
H -0.76 -0.06 -0.41
H 0.97 -0.54 -0.62
H 0.17 -0.24 0.25
H 0.08 -0.25 0.13
H -0.15 -0.14 0.07
H -0.15 0.13 -0.62
H -0.03 0.27 -0.01
H 0.21 0.50 -0.26
H 0.41 0.19 -0.06
H -0.08 0.18 0.33
H 0.46 0.06 -0.19
H 0.14 0.08 -0.29
H 0.26 -0.01 -0.16
O -0.41 -0.07 0.45